The following is a quantum chemistry calculation of a single C5H8O molecule, from OMol25.

```
14
Properties=species:S:1:pos:R:3:forces:R:3:lowdin_charge:R:1
H 0.004 0.896 1.619 -0.16 0.11 -0.14 0.10
C -0.954 -0.455 0.034 -0.14 -0.07 0.00 -0.14
C 0.265 -0.249 -0.862 -0.07 0.14 -0.10 -0.33
C -0.627 0.039 1.416 -0.04 0.17 0.35 -0.07
H 0.066 1.685 -1.793 0.09 -0.09 0.06 0.08
H 0.875 1.732 -0.212 -0.04 -0.12 -0.15 0.07
C -0.008 -1.216 0.937 0.15 0.07 -0.33 -0.24
C 0.767 1.157 -1.137 -0.04 -0.03 0.01 -0.04
H -1.424 -0.145 2.133 0.13 0.16 -0.04 0.11
H -0.026 -2.107 1.540 -0.08 -0.39 -0.34 0.14
H 1.744 1.128 -1.631 -0.16 -0.04 0.07 0.08
H -1.959 -0.680 -0.310 0.19 0.07 0.12 0.13
O 1.110 -0.979 0.070 0.05 0.06 0.28 -0.05
H 0.167 -0.806 -1.804 0.11 -0.03 0.23 0.15
```
Forces are in eV/Å.

For the LUMO energy, the calculation gives 1.17 eV. As for the structure (SMILES): C[C@H]1O[C@H]2C[C@H]21. The charge is 0. The calculated total energy is -270.4737 Eh.

The following is a quantum chemistry calculation of a molecular structure, C30H31N5O3S3TeY, from OMol25.

```
74
Properties=species:S:1:pos:R:3:forces:R:3:lowdin_charge:R:1
N 0.037 0.386 -5.056 -0.02 0.40 1.16 0.12
C 1.332 0.876 2.885 -0.55 -0.30 -0.43 -1.09
C 0.303 5.380 2.837 0.27 0.59 -0.01 -0.09
H 0.562 -0.603 5.750 -0.34 1.06 -0.19 0.05
H -1.398 -1.652 -4.466 0.33 0.24 0.25 0.13
C -1.027 -5.067 0.549 -0.17 0.22 -0.56 0.00
H 0.559 1.233 -5.190 -0.06 0.16 0.19 0.10
H 2.843 -1.696 -2.806 -0.06 0.82 0.06 0.13
C -5.782 3.371 -0.537 0.23 -0.06 -0.43 -0.09
C -0.391 0.060 -3.814 -0.30 -0.49 -1.04 -0.86
H -3.030 -3.343 1.170 0.29 0.15 -0.01 0.10
C -0.370 4.016 0.509 -0.16 -0.21 0.94 -0.16
H 3.651 2.566 0.436 0.19 0.04 0.39 0.14
H -4.485 3.229 -2.265 -0.21 0.17 -0.68 0.09
H -4.843 2.566 2.645 0.25 0.22 -0.87 0.11
N 2.218 1.084 0.800 1.44 1.59 0.54 -0.09
H 5.190 1.713 -4.096 -0.78 -0.43 0.64 0.13
H -3.398 -1.984 0.121 0.29 -0.23 -0.19 0.11
N -1.031 -1.119 -3.682 0.15 0.42 0.75 0.12
H -6.630 3.796 -1.058 -0.01 -0.18 -0.09 0.10
N 2.051 1.638 2.081 0.20 -0.92 -0.38 -0.08
C 4.269 1.875 -2.138 -0.17 -1.26 0.73 0.02
C -3.492 2.583 -0.514 -1.38 0.57 0.02 -0.17
C 0.459 5.127 0.425 0.14 0.26 0.28 -0.09
H -2.587 2.317 -1.021 0.25 -0.09 -0.33 0.03
H 3.301 -6.739 1.566 0.08 0.24 -0.16 0.10
C -4.739 2.742 1.553 -0.80 -0.53 0.30 -0.13
H 0.008 -0.231 -5.834 -0.22 -0.58 -0.35 0.11
C 0.804 5.804 1.603 0.10 0.37 -0.40 -0.08
H 1.448 6.707 1.552 -0.51 -0.77 0.07 0.11
H 0.838 5.457 -0.550 -0.18 -0.07 0.44 0.11
C 4.525 1.218 -3.348 0.42 0.86 -0.42 -0.05
Te -1.798 1.635 1.757 -0.90 1.21 -0.14 1.32
H 0.540 5.980 3.716 -0.02 -0.32 -0.13 0.11
S 1.398 1.395 4.585 -0.06 0.09 -0.53 0.85
C -4.601 3.080 -1.217 0.66 -0.23 0.91 -0.07
C -0.249 -6.183 0.575 -1.23 -0.87 0.35 0.00
H 4.687 2.872 -1.930 -0.21 -0.68 0.03 0.13
H -0.064 0.978 6.436 0.46 -0.22 -0.48 0.04
C -5.869 3.130 0.819 -0.14 0.33 1.01 -0.09
H -3.299 -3.633 -0.477 -0.70 -0.89 -1.12 0.09
O 1.777 -7.247 0.238 0.16 0.43 0.28 -0.07
S -0.198 1.161 -2.517 0.16 -0.19 -0.22 0.62
C -3.568 2.453 0.867 0.59 -0.39 0.13 -0.53
H -6.830 3.294 1.336 0.64 -0.02 -0.25 0.11
H 3.776 -6.750 -0.206 -0.18 0.01 0.44 0.09
H 3.480 -8.245 0.682 -0.01 -0.35 -0.03 0.09
C -0.840 3.555 1.751 0.93 0.37 0.56 -0.48
C 1.090 -6.076 0.204 1.39 0.03 0.09 -0.28
C 0.174 0.423 5.509 -0.41 -0.94 -0.09 -0.42
H -2.089 -5.052 0.800 0.50 -0.59 0.07 0.11
C 3.989 -0.038 -3.630 0.48 0.24 -0.93 -0.06
C 1.661 -4.850 -0.097 0.61 0.86 -0.45 0.06
Y 0.746 -0.449 -0.371 0.33 -0.41 0.85 1.19
C 3.171 1.662 0.095 -2.31 0.10 2.33 -0.07
H 2.729 -4.690 -0.297 -0.50 -0.45 0.14 0.13
C 3.177 -7.216 0.594 -0.37 0.26 -0.61 -0.04
C 0.888 -3.661 -0.198 0.37 -0.18 0.30 -0.28
C -0.493 4.254 2.943 -0.63 -1.10 -1.03 -0.13
O 1.495 -2.508 -0.463 -0.98 -0.97 0.09 -0.22
C 3.484 1.159 -1.179 -0.21 -0.88 -3.96 -0.25
C -2.854 -2.936 0.171 -0.72 1.32 1.18 0.01
C 3.213 -0.660 -2.678 -0.66 0.13 0.43 -0.13
C -1.426 -2.766 -0.161 0.46 -0.04 0.12 -0.36
O -1.060 -1.670 -0.695 -0.60 -0.01 -0.01 -0.21
H -0.597 -7.192 0.876 0.09 0.95 -0.18 0.14
H 4.124 -0.476 -4.635 0.20 0.06 0.88 0.12
S 0.324 -0.479 2.389 1.27 -0.18 0.43 0.39
H -0.679 3.458 -0.355 0.12 0.01 -0.48 0.05
H -1.317 -1.374 -2.728 -0.03 0.11 -0.63 0.08
C -0.524 -3.823 0.070 0.69 0.47 0.11 -0.11
H -0.849 3.875 3.908 0.19 0.29 -0.38 0.10
H -0.779 0.323 4.957 0.57 0.08 0.09 0.01
N 2.864 -0.024 -1.550 1.29 0.31 0.63 -0.01
```
Forces are in eV/Å.

For the LUMO energy, the calculation gives -3.73 eV. The charge is +1. The calculated total energy is -3162.1295 Eh.

The following is a quantum chemistry calculation of a gas-phase ion, C3H7BrN4 (charge +2), from OMol25.

```
15
Properties=species:S:1:pos:R:3:forces:R:3:lowdin_charge:R:1
Br -3.617 -0.512 0.288 -1.78 -0.42 0.09 0.92
H -1.087 -0.468 -3.129 0.29 0.24 -0.55 0.18
H -0.004 1.807 -0.516 0.49 2.43 -0.29 0.16
H 0.448 -0.533 2.710 1.11 1.11 -1.58 0.22
H 1.523 0.865 0.968 0.68 -0.30 0.03 0.18
N -0.640 0.255 -2.572 0.20 2.74 -0.82 0.28
N -1.956 -0.513 0.831 1.21 0.11 0.43 -0.55
C 0.580 0.386 0.766 -0.09 0.96 3.22 0.01
N 0.036 -0.221 1.786 -1.26 -1.59 1.08 0.18
H -0.291 -0.981 -0.808 0.20 0.40 -2.69 0.19
C -1.394 -0.634 1.947 0.50 0.66 -3.22 -0.13
H -1.705 -1.017 2.887 -0.15 -0.01 1.07 0.15
H -0.626 1.302 -2.776 -0.54 -1.97 -0.76 0.22
C -0.229 -0.004 -1.415 -1.46 -2.55 5.81 -0.11
N -0.082 0.853 -0.357 0.59 -1.79 -1.82 0.11
```
Forces are in eV/Å.

For the LUMO energy, the calculation gives -10.12 eV. As for the structure (SMILES): [NH2+]=C/[NH+]=C\N/C=N/Br. The charge is +2. The calculated total energy is -2910.7700 Eh.